Arrangement w

C8H14ClN | ωB97M-V/def2-TZVPD

```
24
C8H14ClN (ωB97M-V/def2-TZVPD)
C -0.807 -0.739 -0.156
H 3.024 -2.096 -0.616
H -2.784 1.293 -0.817
H -2.338 -1.157 -1.497
H 1.221 -0.807 2.020
H -0.093 2.399 1.110
H 2.040 1.662 1.473
H 1.817 -2.742 -1.578
C 1.254 -1.281 0.082
C 1.965 -2.045 -0.721
C -1.292 -1.390 -1.410
C -0.039 1.345 1.091
Cl -1.661 -1.528 1.240
C -2.074 1.444 -0.068
N -0.775 0.644 -0.059
H -2.594 1.268 0.871
H 1.684 1.154 -0.111
H -1.719 2.512 -0.140
H 2.876 -0.666 1.275
C 1.737 -0.480 1.179
H -1.037 -2.462 -1.453
H -0.838 -0.903 -2.211
C 1.494 0.989 0.957
H -0.362 0.910 2.148
```

Calculated values
HOMO = -8.6 eV
Net charge = 0
LUMO level = 0.034 Eh
Kohn-Sham gap = 9.5 eV

Arrangement x

C8H14ClN | ωB97M-V/def2-TZVPD

```
24
C8H14ClN (ωB97M-V/def2-TZVPD)
H -3.071 -0.087 -2.477
C 1.597 1.039 0.462
H 1.920 -0.394 -1.177
C -2.677 0.470 1.734
H -3.912 0.786 -1.241
C -1.621 -1.388 -1.128
N -2.392 -0.457 -0.641
H -2.211 1.272 -1.743
H -2.535 0.232 2.734
H -0.672 -3.142 -2.190
H 0.808 1.136 1.326
H 0.277 -0.493 -0.415
H 2.561 1.361 0.644
H -1.787 -1.304 1.268
H -2.963 1.575 1.510
Cl 3.579 -1.895 0.710
C -2.297 -0.417 0.772
C -2.982 0.428 -1.586
H 1.640 -1.399 1.839
C 1.794 -1.578 0.748
H 1.408 -2.576 0.513
H 1.206 1.811 -0.226
C 1.365 -0.396 -0.228
C -1.148 -2.315 -1.754
```

Calculated values
HOMO = -8.2 eV
Net charge = 0
LUMO level = 0.029 Eh
Kohn-Sham gap = 9.0 eV
Structure (SMILES) = C#CN(C)C=C.CCCCl

arrangement w is preferred energetically. Next in line: 53.7 kJ/mol higher.